Entry from OMol25: C4H5N3O in the gas phase (ωB97M-V/def2-TZVPD).

Computed properties:
- LUMO energy (eV) = -0.08
- energy relative to the best compared isomer or geometry (same formula, charge and spin) (eV) = 5.355
- HOMO energy (eV) = -9.28
- molar mass (g mol⁻¹) = 111.10
- gap between HOMO and LUMO (eV) = 9.200
- F_max (eV/A) = 6.98
- calculated total energy (eV) = -10742.260
- structure (SMILES) = Cc1cn[nH]c(=O)n1

Each line ends with the Mulliken charge.
Element x y z (Å)
C -1.888152 -0.813841 0.063951  -0.7825
C -0.536157 -0.221901 0.015627  0.6934
C -0.223193 1.319117 -0.385995  -0.2860
N 1.059468 1.675730 0.095654  -0.4524
N 1.946793 0.680641 0.231029  0.0265
C 1.583839 -0.676879 -0.011652  0.3881
O 2.511516 -1.353847 -0.416271  -0.5661
N 0.317585 -1.114261 0.288506  -0.4150
H -2.267780 -0.078303 -0.799059  0.1915
H -1.912850 -1.865258 -0.128743  0.3177
H -2.410848 -0.232693 0.944276  0.2665
H -1.108659 2.015020 -0.916301  0.2622
H 2.928435 0.666470 1.018982  0.3560

Force components x, y, z for each atom (eV/Å):
C -2.14 6.60 -0.80
C -0.94 2.01 -1.08
C 1.90 -2.16 1.82
N -3.40 -0.16 -1.83
N 1.22 -0.16 3.14
C 2.95 -0.98 -0.10
O -1.02 -0.22 0.37
N 2.75 0.45 -0.36
H -0.47 -2.37 1.09
H -0.35 -0.26 0.32
H 0.52 -2.09 -1.24
H 3.07 -1.62 2.07
H -4.07 0.94 -3.40


Entry from OMol25: a molecular structure, C4H3Cl2O5S (ωB97M-V/def2-TZVPD).

Computed properties:
- LUMO energy (eV) = 2.98
- energy relative to the best compared isomer or geometry (same formula, charge and spin) (eV) = 0.000
- HOMO energy (eV) = -5.89
- molar mass (g mol⁻¹) = 234.04
- gap between HOMO and LUMO (eV) = 8.876
- F_max (eV/A) = 6.17
- calculated total energy (eV) = -50314.550
- total charge = -1

Each line ends with the Mulliken charge.
Element x y z (Å)
C 1.114206 0.397622 -0.998709  0.3012
C -1.177419 0.624977 -1.016075  -0.5254
C -0.998053 0.939027 0.501586  0.0085
C 0.830801 0.094780 0.378533  0.3792
O -0.033191 -1.678289 2.172446  -0.6223
O 2.164489 0.260556 -1.536639  -0.5590
O -0.458793 -1.927751 -0.194612  -0.6971
O 1.898117 -2.316047 0.770519  -0.6277
O 0.086765 0.885145 -1.749519  -0.3706
S 0.566744 -1.653270 0.886362  1.0787
Cl -1.051029 2.564221 0.905192  -0.1963
Cl 1.952154 0.583728 1.605939  -0.1710
H -1.474674 -0.383081 -1.187267  0.2762
H -1.807323 1.400437 -1.536635  0.3246
H -1.612795 0.207944 0.998879  0.4013

Force components x, y, z for each atom (eV/Å):
C 0.26 0.43 -2.62
C 0.16 3.44 -0.84
C 3.19 -4.08 -3.35
C -3.46 0.61 3.88
O -0.24 0.35 1.72
O 1.46 -0.06 -0.09
O 1.83 -0.56 1.39
O -2.53 1.20 0.05
O -0.86 -1.00 2.02
S -0.17 -1.76 -4.56
Cl 0.06 1.21 0.68
Cl 0.57 1.46 -0.11
H -0.23 -0.55 0.05
H -0.04 -0.99 0.76
H -0.02 0.29 1.02


Entry from OMol25: 10 unconnected molecules or ions with the total composition C65H52F14INO3 (ωB97M-V/def2-TZVPD).

Computed properties:
- LUMO energy (eV) = -1.99
- energy relative to the best compared isomer or geometry (same formula, charge and spin) (eV) = 0.000
- HOMO energy (eV) = -9.11
- molar mass (g mol⁻¹) = 1288.01
- gap between HOMO and LUMO (eV) = 7.116
- F_max (eV/A) = 0.68
- calculated total energy (eV) = -122024.796
- structure (SMILES) = CC(=O)N(C)C1=C(C(F)(F)C(F)(F)F)C(=O)C(I)=CC1=O.Fc1ccccc1.Fc1ccccc1.Fc1ccccc1.Fc1ccccc1.Fc1ccccc1.Fc1ccccc1.Fc1ccccc1.Fc1ccccc1.Fc1ccccc1

Each line ends with the Mulliken charge.
Element x y z (Å)
C 0.690439 5.472973 1.424630  -1.0230
C 1.654590 5.229350 0.303101  0.4156
O 2.530413 6.010584 0.061627  -0.5533
N 1.452442 4.025594 -0.490322  0.6697
C 1.450365 4.300909 -1.954955  -1.0978
C 2.321097 2.958260 -0.121005  -0.3876
C 1.836931 1.792185 0.340138  0.0686
C 0.341073 1.567067 0.559638  1.1717
F 0.126372 0.466600 1.322528  -0.3189
F -0.228949 2.602176 1.221940  -0.2234
C -0.427993 1.357808 -0.797775  0.6109
F -1.272897 0.335246 -0.713109  -0.3477
F 0.430417 1.100489 -1.785311  -0.2460
F -1.121467 2.444927 -1.121912  -0.2570
C 2.776588 0.644914 0.569070  0.2159
O 2.414589 -0.504247 0.557409  -0.5022
C 4.214798 0.986231 0.742242  -0.4635
I 5.451916 -0.457018 1.571502  0.1694
C 4.706469 2.149846 0.312391  -0.5268
C 3.805376 3.112674 -0.346634  0.3915
O 4.232928 3.974861 -1.076317  -0.4786
H 0.143122 6.391250 1.194220  0.4379
H 1.248713 5.673817 2.341262  0.2462
H -0.018087 4.667497 1.572566  0.2292
H 2.057255 5.168296 -2.202620  0.4608
H 1.869837 3.443273 -2.482498  0.3378
H 0.418228 4.412355 -2.285155  0.3375
H 5.762830 2.377364 0.365542  0.5612
F -2.382102 -6.916908 -0.361927  -0.3594
C -2.151592 -5.586847 -0.438875  -0.0370
C -3.227777 -4.734543 -0.571992  -0.0606
C -2.989643 -3.369224 -0.648597  -0.8844
C -1.690639 -2.881346 -0.601209  -0.4429
C -0.625234 -3.762956 -0.470629  -0.4982
C -0.850356 -5.129613 -0.385495  -0.5254
H -4.231723 -5.137696 -0.614228  0.8618
H -3.823602 -2.686341 -0.746807  0.4203
H -1.507284 -1.821013 -0.663192  0.6652
H 0.387663 -3.384231 -0.432048  0.4695
H -0.035966 -5.833340 -0.277723  0.4474
F 0.016590 5.331718 -6.901911  -0.3233
C 0.289598 4.143111 -6.329080  0.4215
C 1.406635 3.444849 -6.741723  -0.4994
C 1.684006 2.223116 -6.145564  -0.3307
C 0.848421 1.718638 -5.158236  -0.6043
C -0.269739 2.440616 -4.764159  -0.2337
C -0.556460 3.666138 -5.347950  -0.5728
H 2.041186 3.855509 -7.515231  0.4311
H 2.557218 1.664241 -6.454122  0.3828
H 1.068320 0.765066 -4.696723  0.4539
H -0.922938 2.050870 -3.995025  0.4066
H -1.418457 4.248404 -5.051198  0.4587
F -5.905554 -3.417383 -4.772103  -0.3202
C -5.348159 -4.645949 -4.792036  0.4123
C -4.339588 -4.933286 -3.894940  -0.5211
C -3.771555 -6.198200 -3.915569  -0.3065
C -4.213687 -7.147591 -4.827046  -0.6426
C -5.228596 -6.833968 -5.721828  0.0932
C -5.806698 -5.572281 -5.706717  -0.6938
H -4.006711 -4.177444 -3.197558  0.5504
H -2.983176 -6.440798 -3.214849  0.3496
H -3.765153 -8.132476 -4.837107  0.3469
H -5.573849 -7.568605 -6.435020  0.2937
H -6.601930 -5.306366 -6.389934  0.4501
F 7.267408 -0.035250 -1.635763  -0.2598
C 8.325749 -0.870516 -1.558423  0.4740
C 9.475466 -0.552371 -2.251984  -0.5266
C 10.559988 -1.413658 -2.168749  -0.2656
C 10.481206 -2.569869 -1.404636  -0.5665
C 9.312289 -2.866467 -0.717365  -0.3461
C 8.221513 -2.012142 -0.789422  -0.3901
H 9.513205 0.351589 -2.844676  0.4125
H 11.470348 -1.178629 -2.703473  0.3574
H 11.329728 -3.237818 -1.344895  0.3669
H 9.246653 -3.767071 -0.121809  0.3588
H 7.302533 -2.221444 -0.259828  0.3669
F -9.097205 -5.142100 3.168199  -0.3222
C -8.107445 -5.736328 2.471224  0.4044
C -6.800029 -5.383331 2.737913  -0.5036
C -5.787229 -6.000504 2.018333  -0.2804
C -6.090326 -6.946616 1.048363  -0.6065
C -7.414344 -7.280214 0.798156  -0.3418
C -8.437014 -6.675120 1.514489  -0.4587
H -6.587270 -4.639024 3.493245  0.4217
H -4.755130 -5.740096 2.213651  0.4107
H -5.294720 -7.421814 0.489199  0.4941
H -7.654487 -8.014326 0.040842  0.3728
H -9.475271 -6.922379 1.339602  0.4097
F -0.053358 5.180650 4.947305  -0.3050
C 0.492492 6.159373 5.704058  0.6007
C 0.795653 7.368022 5.111703  -0.3641
C 1.355039 8.369192 5.891767  -0.4121
C 1.604631 8.147495 7.239509  -0.6520
C 1.290362 6.921998 7.811752  -0.2456
C 0.728184 5.914077 7.041198  -0.7403
H 0.596738 7.518824 4.059029  0.4261
H 1.598227 9.322449 5.442477  0.3911
H 2.042588 8.930215 7.843968  0.3885
H 1.486681 6.745122 8.857692  0.4031
H 0.474590 4.951971 7.466875  0.5390
F -0.038656 5.739373 10.441303  -0.2687
C -1.355526 5.507097 10.640814  0.4398
C -1.784071 5.161330 11.905756  -0.5531
C -3.136583 4.925788 12.104945  -0.3460
C -4.030219 5.035391 11.048400  -0.5676
C -3.570567 5.384968 9.786232  -0.3677
C -2.221139 5.627107 9.572976  -0.2565
H -1.068623 5.078212 12.712608  0.4137
H -3.492228 4.656379 13.090264  0.3507
H -5.083421 4.849323 11.209230  0.3697
H -4.264208 5.470425 8.960717  0.3581
H -1.841432 5.909066 8.600044  0.4270
F -6.140915 -9.128072 -8.152543  -0.2786
C -5.578590 -10.356124 -8.170665  0.4737
C -4.560945 -10.634607 -7.281425  -0.0440
C -3.988891 -11.898108 -7.303180  -0.3931
C -4.434349 -12.853397 -8.206233  -0.5583
C -5.458324 -12.545175 -9.091193  -0.3727
C -6.042017 -11.286690 -9.077508  -0.5269
H -4.226260 -9.872919 -6.590189  0.1889
H -3.192343 -12.135726 -6.611100  0.3577
H -3.983709 -13.836435 -8.220119  0.3685
H -5.805779 -13.286642 -9.797860  0.3574
H -6.843927 -11.025474 -9.754479  0.4148
F 4.349714 8.527805 3.077924  -0.2735
C 5.421594 8.037036 2.415993  0.3371
C 6.682589 8.438923 2.807618  -0.6112
C 7.780111 7.929410 2.128151  -0.2913
C 7.601946 7.039704 1.077478  -0.7020
C 6.320486 6.654580 0.704641  -0.3596
C 5.213230 7.152856 1.376960  -0.3953
H 6.796239 9.136092 3.626848  0.4346
H 8.777000 8.229811 2.422033  0.3575
H 8.461165 6.648879 0.548667  0.3810
H 6.174242 5.966900 -0.118883  0.4788
H 4.208099 6.859871 1.102411  0.6892

Force components x, y, z for each atom (eV/Å):
C -0.16 0.00 0.21
C 0.04 0.12 0.34
O -0.08 0.08 -0.33
N 0.16 -0.06 -0.41
C 0.17 -0.29 0.03
C -0.63 -0.18 0.17
C 0.12 0.36 0.22
C 0.10 -0.28 0.06
F 0.10 0.39 -0.19
F 0.11 -0.40 -0.14
C -0.11 0.19 0.24
F -0.10 0.07 0.02
F 0.13 -0.11 -0.15
F -0.04 0.05 -0.06
C -0.14 -0.22 -0.08
O -0.12 0.04 -0.03
C 0.51 0.36 0.06
I -0.17 0.02 0.03
C -0.16 -0.52 0.24
C 0.20 0.18 -0.25
O -0.03 0.00 0.13
H 0.04 -0.05 -0.06
H -0.02 -0.07 -0.03
H 0.09 0.09 0.03
H -0.04 0.04 0.03
H -0.06 0.03 0.01
H 0.03 0.14 0.02
H -0.04 0.13 -0.12
F 0.00 -0.01 0.00
C 0.03 0.10 -0.01
C -0.18 -0.04 0.04
C 0.10 -0.01 0.01
C -0.01 -0.08 0.00
C -0.05 0.02 0.00
C 0.08 -0.06 0.01
H 0.01 -0.01 0.01
H -0.01 -0.01 0.00
H 0.00 -0.04 0.01
H 0.01 0.00 0.02
H -0.02 -0.01 -0.01
F 0.00 0.01 -0.01
C 0.03 -0.07 0.05
C 0.07 0.03 -0.07
C -0.05 0.01 0.05
C 0.02 -0.02 0.03
C 0.04 0.00 -0.01
C -0.07 0.04 0.04
H -0.01 0.02 0.01
H 0.01 0.00 -0.02
H -0.01 0.00 0.00
H -0.01 0.01 0.00
H -0.01 0.00 -0.03
F 0.00 0.01 0.00
C 0.03 -0.12 -0.01
C 0.03 0.10 0.05
C -0.03 -0.04 -0.04
C 0.00 -0.02 -0.01
C 0.06 0.03 0.09
C -0.07 0.01 -0.06
H 0.00 0.02 -0.01
H 0.01 0.01 0.01
H 0.00 0.00 0.01
H -0.02 -0.01 -0.02
H 0.01 0.02 0.00
F -0.02 0.01 0.00
C 0.08 -0.06 0.01
C 0.01 0.08 -0.06
C -0.03 -0.04 0.04
C 0.02 -0.01 0.00
C 0.05 0.05 -0.05
C -0.08 -0.05 0.05
H -0.02 0.00 0.01
H 0.00 0.01 -0.01
H 0.00 0.00 0.00
H -0.01 0.00 0.01
H -0.01 0.00 -0.05
F -0.01 0.01 0.01
C 0.07 -0.04 -0.05
C 0.03 0.07 0.06
C 0.00 -0.03 -0.05
C 0.04 -0.01 -0.03
C 0.04 0.04 0.03
C -0.08 -0.03 -0.02
H -0.02 -0.01 0.01
H 0.00 0.02 0.01
H 0.00 -0.01 0.01
H -0.01 -0.01 0.00
H 0.00 0.02 0.01
F 0.00 0.00 -0.03
C 0.04 0.07 0.07
C -0.03 0.03 -0.15
C 0.01 -0.04 0.09
C -0.01 0.02 -0.01
C 0.07 0.09 -0.13
C -0.04 -0.11 0.07
H -0.01 -0.01 0.01
H 0.01 0.00 -0.02
H 0.01 0.00 0.00
H -0.02 -0.01 0.05
H 0.01 -0.01 -0.02
F -0.02 -0.04 0.04
C -0.09 0.00 0.01
C 0.06 -0.02 0.09
C -0.02 0.01 -0.06
C -0.02 0.00 0.01
C 0.00 -0.02 0.06
C 0.03 0.03 -0.10
H 0.01 0.01 -0.01
H 0.01 -0.01 0.01
H 0.00 0.00 0.00
H 0.00 0.01 -0.01
H 0.02 0.00 0.01
F -0.02 -0.01 -0.02
C 0.04 -0.08 0.00
C 0.04 0.07 0.07
C -0.04 -0.03 -0.05
C 0.01 -0.02 0.00
C 0.04 0.01 0.05
C -0.08 0.01 -0.07
H -0.01 0.01 -0.01
H 0.01 0.01 0.01
H 0.00 0.00 0.00
H -0.01 0.00 0.00
H 0.01 0.02 0.00
F 0.00 0.00 0.00
C 0.06 -0.04 -0.03
C 0.03 0.06 0.07
C -0.04 -0.04 -0.04
C 0.02 -0.01 -0.01
C 0.06 0.02 0.01
C -0.11 -0.06 0.02
H -0.02 -0.01 0.00
H 0.00 0.01 0.01
H 0.00 0.00 0.00
H -0.03 -0.01 0.01
H 0.09 0.10 0.01